ORCA calculation (ωB97M-V/def2-TZVPD) on 5 unconnected molecules or ions with the total composition C10H30O5S5 at a distorted geometry.

## Properties
Highest occupied orbital energy: -8.34 eV
Frontier orbital gap: 8.71 eV

ORCA input file:
```
! RIJCOSX wB97M-V def2-TZVPD def2/J DEFGRID3
* xyz 0 1
C 0.647 -3.348 2.630
S 0.360 -1.580 2.348
O -0.937 -1.555 1.553
C -0.053 -1.140 3.947
H 1.419 -3.548 3.182
H 1.074 -3.844 1.663
H -0.268 -3.776 3.322
H -0.569 -0.391 4.113
H 0.743 -0.834 4.529
H -0.488 -1.753 4.615
C 2.692 4.637 1.003
S 0.917 4.619 1.049
O 0.452 4.552 -0.400
C 0.703 2.932 1.703
H 3.150 5.505 0.535
H 3.098 3.881 0.313
H 3.081 4.845 2.125
H 1.473 3.036 2.308
H 0.877 2.276 0.819
H -0.333 2.937 2.159
C -2.284 -2.993 -1.520
S -3.536 -2.668 -0.313
O -3.611 -1.098 -0.181
C -5.033 -3.143 -1.181
H -1.984 -3.977 -1.576
H -1.399 -2.455 -1.064
H -2.787 -2.338 -2.290
H -5.899 -3.365 -0.483
H -4.778 -4.221 -1.556
H -5.264 -2.379 -2.002
C 2.711 0.197 -0.279
S 3.175 -1.574 -0.388
O 3.186 -2.030 1.047
C 1.796 -2.315 -1.297
H 1.837 0.270 0.333
H 2.540 0.424 -1.408
H 3.694 0.749 -0.061
H 1.692 -1.790 -2.195
H 0.948 -2.069 -0.770
H 2.151 -3.316 -1.412
C -0.678 3.391 -3.399
S -1.043 1.622 -3.091
O 0.028 0.932 -3.956
C -0.447 1.469 -1.414
H 0.271 3.573 -2.860
H -1.443 3.954 -2.612
H -0.794 3.646 -4.468
H -0.693 0.305 -0.910
H -1.089 2.014 -0.932
H 0.696 1.729 -1.276
*
```

ORCA calculation (ωB97M-V/def2-TZVPD) on a gas-phase ion, C11H22NS (charge +1) at a distorted geometry.

## Properties
Highest occupied orbital energy: -12.57 eV
SMILES: CC1(C)C[NH2+]C2(CCCCC2)[C@@H]1S
Frontier orbital gap: 9.70 eV

ORCA input file:
```
! RIJCOSX wB97M-V def2-TZVPD def2/J DEFGRID3
* xyz 1 1
C -3.407 0.676 0.066
C -2.798 -0.369 0.995
C -2.543 0.857 -1.177
C -1.367 0.019 1.384
C -1.115 1.249 -0.782
C 1.109 -1.582 -0.085
C 1.203 0.682 0.698
C -0.510 0.235 0.158
C 2.051 -0.368 -0.017
C 3.302 -0.705 0.797
C 2.459 0.079 -1.425
N -0.200 -1.053 -0.541
S 1.510 2.414 0.297
H -4.410 0.370 -0.229
H -3.490 1.623 0.598
H -3.398 -0.452 1.901
H -2.814 -1.350 0.509
H -2.548 -0.068 -1.761
H -2.959 1.645 -1.805
H -1.398 0.959 1.935
H -0.934 -0.741 2.036
H -0.499 1.385 -1.672
H -1.148 2.213 -0.272
H 1.472 -2.346 -0.772
H 0.991 -2.017 0.909
H 1.186 0.547 1.776
H 3.893 0.191 0.965
H 3.924 -1.415 0.259
H 3.047 -1.129 1.765
H 3.245 0.826 -1.361
H 1.632 0.532 -1.968
H 2.840 -0.759 -2.001
H -0.150 -0.871 -1.549
H -0.958 -1.722 -0.369
H 2.579 2.514 1.084
*
```

ORCA calculation (ωB97M-V/def2-TZVPD) on a molecular structure, C33H46CuN5O4Si.

## Properties
Highest occupied orbital energy (alpha / beta): -4.36 / -5.02 eV
Frontier orbital gap (alpha / beta): 6.61 / 7.24 eV

ORCA input file:
```
! RIJCOSX wB97M-V def2-TZVPD def2/J DEFGRID3
* xyz -1 2
Cu -0.072 -0.045 0.041
C -0.206 3.302 1.053
C -1.664 3.041 1.251
C -2.564 4.097 1.186
C -3.922 3.905 1.374
C -4.392 2.633 1.635
C -3.527 1.544 1.712
C -4.159 0.195 1.960
C -2.157 1.758 1.525
N -1.289 0.606 1.550
C -1.152 -0.001 2.671
C -1.477 0.569 4.019
C -0.631 -1.429 2.668
C -1.021 -2.269 3.855
N 0.000 -1.830 1.646
C 0.541 -3.146 1.551
C 1.589 -3.578 2.371
C 2.135 -2.781 3.523
C 2.145 -4.832 2.117
C 1.671 -5.644 1.106
C 0.600 -5.214 0.336
C 0.022 -3.972 0.544
C -1.165 -3.530 -0.254
H -0.028 4.374 0.963
H 0.161 2.811 0.151
H 0.378 2.914 1.886
H -2.178 5.088 0.978
H -4.608 4.741 1.315
H -5.453 2.462 1.775
H -4.844 -0.046 1.147
H -4.736 0.215 2.887
H -3.448 -0.624 2.024
H -1.779 1.611 3.950
H -0.562 0.501 4.611
H -2.258 0.007 4.530
H -2.100 -2.203 4.015
H -0.532 -1.918 4.764
H -0.750 -3.309 3.687
H 1.967 -1.711 3.421
H 3.210 -2.945 3.607
H 1.685 -3.113 4.464
H 2.974 -5.161 2.734
H 2.130 -6.605 0.915
H 0.204 -5.845 -0.451
H -1.468 -4.309 -0.954
H -0.929 -2.622 -0.809
H -2.012 -3.312 0.400
C -2.134 -1.206 -3.669
Si -2.654 -0.186 -2.182
C -3.515 -1.370 -0.973
C -4.016 1.010 -2.728
C -1.243 0.750 -1.494
H -2.979 -1.739 -4.113
H -1.382 -1.940 -3.371
H -1.685 -0.571 -4.435
H -4.592 -1.185 -0.946
H -3.124 -1.258 0.039
H -3.363 -2.410 -1.267
H -4.931 0.503 -3.044
H -3.670 1.638 -3.553
H -4.267 1.673 -1.895
H -0.462 0.919 -2.238
H -1.594 1.723 -1.131
O 3.054 -1.653 -2.082
C 1.981 -1.421 -1.609
N 0.906 -1.224 -1.155
C 4.982 2.609 4.285
C 3.690 2.358 3.515
C 3.731 1.248 2.438
C 4.360 -0.050 2.981
C 4.319 -1.199 1.978
C 4.576 1.714 1.269
O 5.752 2.016 1.383
N 3.939 1.793 0.074
C 2.593 1.465 -0.197
O 2.184 1.685 -1.320
N 1.834 0.925 0.796
C 2.275 0.916 2.058
O 1.522 0.636 3.003
H 4.863 3.486 4.924
H 5.823 2.779 3.616
H 5.227 1.765 4.932
H 3.366 3.287 3.033
H 2.897 2.069 4.206
H 3.822 -0.315 3.893
H 5.396 0.167 3.246
H 3.301 -1.439 1.664
H 4.756 -2.103 2.406
H 4.884 -0.959 1.075
H 4.468 2.117 -0.723
*
```

ORCA calculation (ωB97M-V/def2-TZVPD) on a molecular structure, C35H46BrClGeNO7PPd at a distorted geometry.

## Properties
Highest occupied orbital energy (alpha / beta): -16.54 / -16.54 eV
Frontier orbital gap (alpha / beta): 8.41 / 3.10 eV

ORCA input file:
```
! RIJCOSX wB97M-V def2-TZVPD def2/J DEFGRID3
* xyz 3 6
Pd -0.234 -0.620 0.784
C -2.920 -2.758 -2.038
C -2.409 -1.316 -1.943
C -2.062 -0.813 -3.348
C -3.488 -0.424 -1.309
O -1.219 -1.269 -1.128
Ge 0.122 -2.644 -1.259
O -0.168 -2.975 0.691
C 0.069 -4.134 1.435
C -1.273 -4.772 1.850
C 0.915 -5.138 0.648
C 0.803 -3.756 2.746
O 1.472 -1.187 -0.784
C 2.862 -1.401 -0.848
C 3.412 -1.895 0.499
C 3.191 -2.408 -1.964
C 3.581 -0.074 -1.178
H -3.909 -2.772 -2.487
H -2.249 -3.355 -2.661
H -2.979 -3.210 -1.049
H -2.921 -0.938 -4.003
H -1.780 0.237 -3.337
H -1.232 -1.398 -3.750
H -4.162 -0.054 -2.075
H -4.073 -0.987 -0.587
H -3.018 0.423 -0.811
H -1.912 -4.897 0.975
H -1.087 -5.749 2.287
H -1.774 -4.161 2.598
H 0.448 -5.335 -0.323
H 1.925 -4.766 0.477
H 0.986 -6.069 1.200
H 0.219 -3.013 3.287
H 0.916 -4.643 3.361
H 1.782 -3.342 2.516
H 3.139 -2.938 0.650
H 4.495 -1.816 0.513
H 2.995 -1.298 1.310
H 2.769 -3.391 -1.733
H 2.787 -2.069 -2.917
H 4.267 -2.522 -2.063
H 3.498 0.606 -0.333
H 4.633 -0.277 -1.360
H 3.157 0.389 -2.066
Br -6.086 -0.549 4.593
C -4.649 -0.527 3.344
C -4.117 0.685 2.908
C -3.063 0.660 2.012
N -2.547 -0.474 1.550
C -3.063 -1.634 1.952
C -4.112 -1.714 2.852
H -4.505 1.627 3.259
H -2.612 1.580 1.665
H -2.617 -2.525 1.526
H -4.500 -2.673 3.162
O 0.672 0.682 4.354
Cl 0.250 0.057 3.205
O 1.342 -0.543 2.489
O -0.733 -0.931 3.403
O -0.296 1.038 2.274
C 1.096 3.018 -4.816
C 1.186 1.681 -4.458
C 1.026 1.296 -3.132
C 0.802 2.256 -2.151
C 0.641 3.595 -2.525
C 0.806 3.971 -3.851
P 0.777 1.853 -0.359
C 2.308 2.626 0.319
C 2.938 3.694 -0.323
C 4.068 4.268 0.236
C 4.621 3.758 1.408
C 4.005 2.692 2.049
C 2.868 2.120 1.501
C -0.598 2.909 0.171
C -0.518 3.783 1.255
C -1.587 4.622 1.525
C -2.744 4.566 0.757
C -2.836 3.679 -0.310
C -1.770 2.848 -0.597
H 1.240 3.317 -5.844
H 1.394 0.937 -5.212
H 1.061 0.249 -2.855
H 0.379 4.338 -1.785
H 0.699 5.012 -4.122
H 2.560 4.087 -1.255
H 4.538 5.107 -0.255
H 5.538 4.170 1.800
H 4.419 2.297 2.964
H 2.419 1.269 1.987
H 0.374 3.821 1.863
H -1.516 5.325 2.340
H -3.580 5.205 0.994
H -3.733 3.638 -0.907
H -1.816 2.168 -1.438
*
```

ORCA calculation (ωB97M-V/def2-TZVPD) on a gas-phase ion, C4H6N6O3 (charge +2) at a distorted geometry.

## Properties
Highest occupied orbital energy: -18.58 eV
SMILES: [H]/N=C/N=[N+]=C(O)O[C@@]1(O)N=NC=[NH+]1
Frontier orbital gap: 8.40 eV

ORCA input file:
```
! RIJCOSX wB97M-V def2-TZVPD def2/J DEFGRID3
* xyz 2 1
C 3.239 0.324 -0.395
C -2.976 0.771 0.144
C 0.969 -0.191 0.530
C -1.234 -0.537 -0.532
N 2.832 -1.173 -0.224
N -2.496 -0.096 1.275
N 1.766 -1.306 0.264
N -1.640 -0.854 0.860
N 2.363 1.110 -0.054
N -2.197 0.535 -0.847
O 0.626 -0.008 1.781
O -1.176 -1.441 -1.492
O 0.024 0.097 -0.408
H 4.261 0.540 -0.482
H -3.789 1.364 0.415
H 2.389 2.074 -0.003
H -2.272 0.986 -1.744
H 1.243 -0.205 2.515
H -1.932 -1.990 -1.604
*
```

ORCA calculation (ωB97M-V/def2-TZVPD) on a molecular structure, C22H16AsCl4IrNO10S at a distorted geometry.

## Properties
Highest occupied orbital energy (alpha / beta): -8.27 / -8.30 eV
Frontier orbital gap (alpha / beta): 7.11 / 6.55 eV

ORCA input file:
```
! RIJCOSX wB97M-V def2-TZVPD def2/J DEFGRID3
* xyz 0 2
Ir -0.638 0.573 1.460
O 1.501 -1.430 3.864
As 2.113 -0.668 2.394
O 3.332 -1.565 1.806
O 0.771 -0.755 1.294
C 2.738 1.054 3.052
C 4.128 1.078 3.038
C 4.826 2.155 3.568
C 4.141 3.215 4.135
C 2.756 3.204 4.154
C 2.057 2.140 3.604
S 0.295 2.314 3.642
O -0.156 3.115 2.526
O -0.090 2.747 4.947
O -0.126 0.855 3.367
H 1.914 -2.304 3.890
H 4.656 0.239 2.603
H 5.907 2.152 3.543
H 4.678 4.050 4.564
H 2.202 4.020 4.599
Cl -2.474 -1.442 -0.750
C -3.308 -0.491 -2.024
C -4.692 -0.554 -2.064
C -5.386 0.349 -2.839
C -4.684 1.334 -3.520
C -3.311 1.361 -3.484
Cl -2.485 2.609 -4.363
C -2.528 0.403 -2.788
N -1.173 0.469 -2.934
C -0.193 -0.520 -2.729
C -0.468 -1.836 -3.087
C 0.477 -2.830 -2.891
C 1.712 -2.509 -2.352
C 2.004 -1.186 -2.059
C 1.079 -0.168 -2.261
C 1.503 1.244 -1.910
C 1.294 1.516 -0.425
O 2.216 1.678 0.335
O 0.008 1.543 -0.117
H -5.215 -1.296 -1.483
H -6.464 0.306 -2.893
H -5.202 2.088 -4.095
H -0.834 1.395 -3.140
H -1.421 -2.073 -3.546
H 0.247 -3.850 -3.172
H 2.454 -3.275 -2.172
H 2.969 -0.934 -1.636
H 0.992 2.008 -2.498
H 2.570 1.348 -2.097
Cl -0.743 -3.586 0.351
C -2.336 -3.978 0.901
Cl -2.959 -2.882 2.105
C -3.535 -3.156 -1.117
O -3.312 -4.025 -0.252
O -1.433 -0.249 -0.308
H -2.378 -4.997 1.262
*
```

ORCA calculation (ωB97M-V/def2-TZVPD) on C19H27N3O5S in the gas phase at a distorted geometry.

## Properties
Highest occupied orbital energy: -9.09 eV
SMILES: CCCCC(=O)OCC(=O)Nc1cccc(S(=O)(=O)NC2=NCCCCC2)c1
Frontier orbital gap: 9.63 eV

ORCA input file:
```
! RIJCOSX wB97M-V def2-TZVPD def2/J DEFGRID3
* xyz 0 1
C -5.460 -3.625 -0.856
C -5.823 -2.505 0.111
C -4.735 -1.436 0.157
C -5.101 -0.300 1.124
C -3.976 0.693 1.141
O -2.961 0.582 1.790
O -4.200 1.706 0.302
C -3.230 2.748 0.212
H -2.819 2.956 1.207
H -3.765 3.617 -0.172
C -2.080 2.415 -0.757
O -1.911 3.036 -1.779
N -1.313 1.388 -0.310
C -0.241 0.769 -0.947
C 0.315 -0.352 -0.327
C 1.376 -0.998 -0.920
C 1.913 -0.571 -2.119
C 1.362 0.544 -2.731
C 0.296 1.214 -2.154
H -0.128 2.081 -2.634
H 1.767 0.900 -3.666
H 2.740 -1.106 -2.557
S 2.091 -2.419 -0.100
O 1.509 -2.547 1.202
O 2.067 -3.550 -0.974
N 3.718 -2.022 0.031
C 4.228 -0.810 0.463
N 5.289 -0.410 -0.099
C 5.952 0.798 0.318
C 5.122 2.071 0.124
C 4.089 2.301 1.224
C 2.978 1.254 1.239
H 2.485 1.239 0.264
H 2.233 1.547 1.983
C 3.476 -0.153 1.590
H 2.641 -0.792 1.873
H 4.155 -0.083 2.446
H 3.637 3.286 1.080
H 4.592 2.310 2.194
H 4.622 2.019 -0.845
H 5.806 2.923 0.104
H 6.855 0.861 -0.295
H 6.260 0.724 1.370
H 4.277 -2.456 -0.690
H -0.065 -0.723 0.613
H -1.574 0.979 0.588
H -6.017 0.190 0.797
H -5.229 -0.705 2.129
H -3.793 -1.888 0.476
H -4.589 -1.022 -0.844
H -5.964 -2.919 1.111
H -6.766 -2.048 -0.197
H -5.337 -3.235 -1.864
H -6.242 -4.380 -0.873
H -4.529 -4.100 -0.557
*
```

ORCA calculation (ωB97M-V/def2-TZVPD) on C4H8N2O2 in the gas phase at a distorted geometry.

## Properties
Highest occupied orbital energy: -9.34 eV
SMILES: C=C(C)N(O)C(N)=O
Frontier orbital gap: 9.97 eV

ORCA input file:
```
! RIJCOSX wB97M-V def2-TZVPD def2/J DEFGRID3
* xyz 0 1
C 1.725 0.224 -0.782
N -0.541 -0.182 0.209
C -1.135 1.001 -0.177
C 0.875 -0.262 0.355
N -2.444 0.912 -0.533
C 1.381 -0.932 1.400
O -1.217 -1.377 -0.147
O -0.548 2.086 -0.103
H -1.342 -1.787 0.724
H -2.938 1.757 -0.775
H -2.870 -0.001 -0.582
H 2.778 -0.039 -0.633
H 1.679 1.309 -0.895
H 1.402 -0.241 -1.720
H 2.447 -1.116 1.485
H 0.748 -1.351 2.175
*
```